ORCA calculation (wB97M-V/def2-TZVPD) on a 2-piece molecular cluster, CH2NO4S overall.

Last column: natural (NBO) charge in e.
Geometry (Å):
H: -0.14 2.31 0.37  0.030
C: -0.18 0.06 -0.37  -0.230
H: -0.14 2.53 -0.34  -0.032
O: -1.04 0.72 1.54  -0.501
O: 1.53 -0.94 -2.10  -0.927
O: 1.58 -1.74 0.29  -0.932
O: -1.50 -1.39 0.80  -0.504
N: -0.95 -0.24 0.69  0.334
S: 0.83 -1.30 -0.88  1.762

Calculated values
HOMO (spin up / spin down)	-4.74 / -4.63	eV
calculated total energy	-21579.017	eV
E_LUMO (spin up / spin down)	0.09322 / 0.09958	Ha
net charge	-1
energy above the lowest of the compared OMol25 structures with the same formula, charge and spin	740.5	kJ/mol



ORCA calculation (wB97M-V/def2-TZVPD) on one molecule with the formula C6H10N2O2.

Last column: natural (NBO) charge in e.
Geometry (Å):
C: -0.64 1.79 -1.84  0.580
H: -1.28 -1.56 0.54  0.203
H: 1.48 -1.26 3.17  0.219
H: -1.18 -0.35 2.55  0.367
H: -1.92 0.55 -0.72  0.221
C: -0.32 -1.07 0.76  -0.160
H: -0.91 1.60 0.26  0.254
O: 1.35 -2.96 0.74  -0.498
H: 1.27 1.59 -2.05  0.348
C: -0.89 0.94 -0.62  -0.473
N: -0.27 -0.46 2.11  -0.621
N: 0.52 2.27 -2.18  -0.760
H: 1.10 0.24 -0.16  0.215
H: -0.57 3.52 -2.28  0.508
H: 0.00 -2.26 3.32  0.210
H: 0.21 -0.80 -1.30  0.224
O: -1.49 2.80 -1.97  -0.687
C: 0.11 -0.18 -0.39  -0.409
C: 0.54 -1.56 2.67  -0.344
C: 0.69 -2.10 1.26  0.601

Calculated values
HOMO	-9.88	eV
calculated total energy	-13456.540	eV
E_LUMO	0.01705	Ha
net charge	0
energy above the lowest of the compared OMol25 structures with the same formula, charge and spin	328.2	kJ/mol



ORCA calculation (wB97M-V/def2-TZVPD) on C2H17CdO7 as an isolated structure.

Last column: natural (NBO) charge in e.
Geometry (Å):
H: 0.79 3.36 0.23  0.492
Cd: -0.29 0.57 0.09  1.743
H: -1.06 -2.08 2.00  0.502
H: 1.42 -1.58 0.78  0.121
H: -2.77 1.43 1.36  0.510
C: 1.64 -2.48 -1.15  -0.621
H: -0.93 2.82 -2.13  0.482
O: -1.68 -0.49 -1.42  -0.971
O: 0.83 2.51 0.63  -0.986
H: -1.81 -1.13 -2.15  0.513
H: -2.57 -0.34 -1.23  0.477
H: -1.00 -2.37 0.44  0.502
O: 1.49 -0.19 -0.78  -1.055
H: 0.56 2.41 -2.03  0.501
H: -2.50 2.55 0.34  0.508
H: 3.01 -1.24 0.02  0.160
H: 2.06 -2.26 -2.18  0.226
H: -0.75 0.60 3.15  0.494
O: -0.03 0.28 2.56  -0.978
C: 1.96 -1.39 -0.19  -0.069
H: 1.97 -3.44 -0.80  0.206
O: -1.05 -1.68 1.12  -0.988
H: 0.61 -2.68 -1.12  0.167
H: 0.81 0.61 2.93  0.505
O: -2.13 1.77 0.70  -0.990
H: 1.79 2.36 0.78  0.513
O: -0.36 2.09 -1.94  -0.965

Calculated values
HOMO	-11.00	eV
calculated total energy	-21240.304	eV
E_LUMO	-0.13085	Ha
net charge	+1
energy above the lowest of the compared OMol25 structures with the same formula, charge and spin	0.0	kJ/mol



ORCA calculation (wB97M-V/def2-TZVPD) on an isolated ion of composition C10H14BrN2 and charge +1.

Last column: natural (NBO) charge in e.
Geometry (Å):
H: 1.06 -2.52 -0.50  0.273
C: -1.31 0.82 0.48  -0.446
C: 1.44 2.67 -2.08  -0.227
H: -0.48 -1.90 -0.78  0.246
H: -1.73 1.58 1.15  0.245
H: 0.91 -0.99 -2.81  0.227
C: 1.03 0.57 -1.10  -0.160
C: 0.44 -1.74 -0.17  -0.467
C: -0.02 -2.21 1.27  -0.420
H: 1.73 3.76 -2.06  0.241
H: 0.10 -0.93 2.90  0.249
C: -0.50 -0.99 2.02  -0.215
C: 0.86 -0.31 0.13  0.142
C: 1.28 1.91 -0.93  -0.163
H: 1.24 2.81 -4.06  0.207
H: -0.77 -2.86 1.13  0.233
H: 1.44 2.30 -0.03  0.210
H: -1.60 -0.73 2.11  0.235
H: -2.01 -0.02 0.51  0.218
Br: 2.55 -0.25 1.13  0.085
H: -1.18 1.24 -0.59  0.283
N: -0.14 0.16 1.11  -0.414
N: 0.88 0.81 -3.47  -0.375
C: 1.14 2.13 -3.31  0.054
H: 0.14 0.85 1.81  0.459
C: 0.94 0.06 -2.42  0.047
H: 0.76 -2.75 1.60  0.235

Calculated values
HOMO	-13.13	eV
calculated total energy	-83610.927	eV
E_LUMO	-0.12354	Ha
net charge	+1
energy above the lowest of the compared OMol25 structures with the same formula, charge and spin	131.9	kJ/mol



ORCA calculation (wB97M-V/def2-TZVPD) on C2H8N4S as an isolated structure.

Last column: natural (NBO) charge in e.
Geometry (Å):
N: 0.44 2.20 -0.02  -0.624
H: 1.50 0.41 1.43  0.208
C: -0.02 -0.13 0.07  0.340
H: -2.39 -1.01 -1.24  0.346
C: 1.33 -0.56 0.74  -0.584
S: 2.64 -0.73 -0.43  -0.026
N: -0.42 1.14 -0.55  -0.496
H: 1.34 -1.10 -1.47  0.163
H: 1.32 1.96 -0.38  0.355
N: -2.28 -1.00 -0.24  -0.701
H: -2.79 -1.92 -0.23  0.364
N: -0.88 -1.07 0.23  -0.322
H: 0.38 1.97 1.02  0.324
H: 1.37 -1.45 1.34  0.255
H: -1.52 1.30 -0.27  0.398

Calculated values
HOMO	-8.77	eV
calculated total energy	-18994.277	eV
E_LUMO	0.00225	Ha
net charge	0
energy above the lowest of the compared OMol25 structures with the same formula, charge and spin	372.4	kJ/mol



ORCA calculation (wB97M-V/def2-TZVPD) on a 2-piece molecular cluster, C5H12O overall.

Last column: natural (NBO) charge in e.
Geometry (Å):
C: 1.87 -0.56 0.51  -0.093
H: -1.80 -1.75 -0.05  0.217
H: -2.35 0.20 1.25  0.205
H: -1.16 1.15 0.27  0.218
C: -1.58 -0.79 -0.50  -0.603
H: 1.32 0.42 -1.37  0.204
H: -2.96 0.87 -0.30  0.211
O: 1.84 -1.89 0.01  -0.713
H: 0.62 1.73 1.29  0.208
C: 0.50 1.54 0.23  -0.452
H: -1.77 -0.80 -1.57  0.204
H: 2.18 -1.89 -0.89  0.461
H: 1.48 -0.61 1.53  0.186
C: -2.13 0.37 0.20  -0.604
C: 1.05 0.40 -0.31  -0.258
H: 2.91 -0.20 0.57  0.173
H: -0.37 -0.61 -0.47  0.219
H: 0.39 2.43 -0.38  0.217

Calculated values
HOMO	-8.97	eV
calculated total energy	-7424.375	eV
E_LUMO	0.03606	Ha
net charge	0
energy above the lowest of the compared OMol25 structures with the same formula, charge and spin	283.3	kJ/mol



ORCA calculation (wB97M-V/def2-TZVPD) on a 2-piece molecular cluster, C5H10O overall.

Last column: natural (NBO) charge in e.
Geometry (Å):
H: -1.15 0.92 2.30  0.218
H: 2.90 1.03 0.08  0.464
C: -0.79 -0.28 -1.97  -0.438
C: -0.16 0.83 0.40  -0.190
O: 2.79 0.18 0.53  -0.944
H: 1.92 -0.11 0.23  0.477
H: -0.23 -0.57 2.04  0.218
H: -0.48 -2.22 -0.87  0.223
H: 0.62 0.95 2.40  0.228
H: -1.62 0.26 -2.42  0.221
H: -2.14 -1.48 -0.61  0.221
C: -0.50 -0.02 -0.55  -0.026
H: 0.16 1.83 0.12  0.203
H: 0.02 -0.50 -2.65  0.222
C: -0.23 0.51 1.87  -0.646
C: -1.10 -1.32 -0.89  -0.450

Calculated values
HOMO	-9.51	eV
calculated total energy	-7392.802	eV
E_LUMO	0.03522	Ha
net charge	0
energy above the lowest of the compared OMol25 structures with the same formula, charge and spin	189.4	kJ/mol



ORCA calculation (wB97M-V/def2-TZVPD) on C15H11N4O4S2W as an isolated structure.

Last column: natural (NBO) charge in e.
Geometry (Å):
H: 5.15 -0.51 2.92  0.469
H: 0.19 -1.71 -4.06  0.274
O: 0.03 1.71 -0.24  -0.874
H: -3.55 -1.52 4.35  0.278
N: 4.43 0.19 2.74  -0.626
H: -1.68 -0.92 -5.52  0.278
C: -0.25 1.48 -2.91  -0.247
H: 1.10 -0.17 4.01  0.269
C: 0.61 -0.08 3.04  0.257
O: 1.74 -1.06 -1.46  -0.520
H: -1.27 -0.68 4.85  0.261
W: 1.39 0.09 0.20  2.024
C: -1.26 1.94 -3.71  -0.148
S: 2.94 -1.59 1.35  0.196
C: -2.84 -1.35 3.55  -0.163
C: -1.56 -0.90 3.83  -0.060
N: 1.86 1.14 -1.50  -0.725
C: -0.66 -0.65 2.79  -0.225
C: 0.29 0.18 -3.02  -0.214
C: 3.38 -0.10 2.06  0.285
C: -1.75 1.04 -4.66  -0.097
C: -1.26 -0.26 -4.77  -0.137
C: -0.23 -0.71 -3.95  -0.074
H: -2.58 -1.68 0.16  0.265
H: -2.54 1.37 -5.32  0.278
C: 1.37 0.00 -2.09  0.612
N: 2.45 0.93 1.71  -0.398
H: 4.60 1.14 3.07  0.468
C: -2.32 -1.42 1.17  -0.220
H: -4.22 -1.94 2.01  0.272
C: -3.22 -1.59 2.23  -0.070
S: 0.56 2.27 -1.56  2.250
N: 1.12 0.63 2.06  -0.340
C: -1.05 -0.96 1.45  0.366
H: -1.66 2.94 -3.62  0.286
O: -0.14 -0.88 0.43  -0.537
O: 0.86 3.63 -1.61  -0.712

Calculated values
HOMO	-19.08	eV
calculated total energy	-53348.802	eV
E_LUMO	-0.47925	Ha
net charge	+3



ORCA calculation (wB97M-V/def2-TZVPD) on C13H10Cl3ErO9 as an isolated structure.

Last column: Löwdin spin population.
Geometry (Å):
Er: -0.32 -0.44 -0.55  3.015
Cl: -2.89 0.83 0.18  0.000
O: 1.56 -4.14 0.19  0.000
O: -2.11 -1.65 -0.82  -0.001
H: -0.30 -2.36 -4.32  0.000
H: -0.34 -4.04 -1.80  0.000
C: 0.91 -3.25 -0.30  0.000
C: -2.71 -0.60 1.25  0.000
H: -1.54 -2.85 -3.13  0.000
H: -2.59 -1.40 -4.73  0.000
C: 0.53 -3.39 -1.76  0.000
Cl: -1.10 -0.37 2.08  -0.002
H: 0.37 4.06 0.62  0.000
O: -0.98 0.16 -2.74  -0.002
H: 2.57 4.72 4.24  0.000
O: -2.37 -0.57 -4.28  0.000
O: 1.64 0.40 0.05  -0.002
H: 2.66 0.89 2.32  0.000
H: 3.35 2.37 4.19  0.000
H: 1.10 5.58 2.45  0.000
C: 2.27 4.07 3.43  0.000
O: 0.20 -2.10 -2.33  -0.001
H: 1.36 -3.84 -2.30  0.000
C: -0.75 -2.12 -3.35  0.000
C: 1.49 2.40 1.37  0.000
C: -2.61 -1.92 0.34  0.000
O: -2.98 -2.95 0.82  -0.001
C: 1.04 3.71 1.40  0.000
C: 2.71 2.75 3.41  0.000
O: -0.07 1.73 -0.31  -0.001
Cl: -3.98 -0.68 2.43  0.000
C: 2.33 1.91 2.37  0.000
C: -1.37 -0.75 -3.43  0.000
C: 1.44 4.55 2.43  0.000
C: 1.02 1.48 0.30  0.000
O: 0.45 -2.18 0.27  -0.004

Calculated values
HOMO (spin up / spin down)	-9.71 / -9.71	eV
expectation value of S²	3.753
calculated total energy	-97264.378	eV
E_LUMO (spin up / spin down)	-0.00999 / -0.00996	Ha
multiplicity	4
net charge	0
energy above the lowest of the compared OMol25 structures with the same formula, charge and spin	26.8	kJ/mol



ORCA calculation (wB97M-V/def2-TZVPD) on a 2-piece molecular cluster, CH7N2OP overall.

Last column: Löwdin spin population.
Geometry (Å):
H: -0.70 2.16 -0.94  0.003
N: 2.34 -0.42 0.51  0.917
H: 0.19 -2.20 1.60  0.001
N: -0.40 -1.73 0.93  0.162
H: 2.71 0.08 1.32  0.027
O: -0.78 0.11 -0.62  0.149
C: -1.39 1.32 -1.00  0.022
H: 2.51 0.20 -0.28  0.032
H: -1.72 1.19 -2.03  0.000
P: -0.14 -0.08 0.87  0.671
H: -0.33 -2.17 0.02  0.008
H: -2.26 1.53 -0.37  0.007

Calculated values
HOMO (spin up / spin down)	-5.48 / -9.92	eV
expectation value of S²	2.006
calculated total energy	-15463.598	eV
E_LUMO (spin up / spin down)	0.04060 / -0.04766	Ha
multiplicity	3
net charge	0
energy above the lowest of the compared OMol25 structures with the same formula, charge and spin	61.8	kJ/mol



ORCA calculation (wB97M-V/def2-TZVPD) on a 6-piece molecular cluster, C36H36O12 overall.

Last column: Löwdin charge in e.
Geometry (Å):
H: -3.32 1.35 -1.96  0.120
O: 2.38 -8.13 1.73  0.078
C: 3.75 4.12 -0.75  -0.026
C: 3.32 3.09 -1.64  -0.264
H: 3.46 6.07 -0.09  0.114
H: -2.69 2.97 -0.04  0.011
C: 3.45 -4.70 2.35  -0.030
H: -1.32 9.21 -0.99  0.105
C: -5.36 -0.82 2.47  -0.010
C: 3.73 -6.54 -1.79  -0.023
H: 1.88 2.58 -3.13  0.126
C: 3.48 -6.12 2.19  -0.001
H: -2.29 4.09 -2.12  0.120
H: 0.23 -6.72 2.49  0.119
H: 0.59 4.65 -2.98  0.104
C: 3.10 -4.28 -1.15  -0.339
H: 0.88 6.93 -2.33  0.067
C: 1.18 -6.13 2.42  0.007
H: 1.24 -1.88 1.18  0.056
C: -3.94 1.14 2.52  -0.345
H: 4.38 -4.12 2.44  0.135
O: 1.55 6.87 -1.67  0.056
H: -3.58 -0.54 3.67  0.120
C: 2.04 5.59 -1.70  -0.284
C: 1.12 -4.73 2.65  0.009
C: 0.38 -0.71 -0.08  -0.251
C: -1.93 -0.27 -0.42  -0.025
C: 1.79 -4.53 -1.63  -0.006
C: -1.70 6.20 -1.95  -0.040
H: -1.51 7.91 1.00  0.107
C: -0.96 -1.04 0.19  0.008
H: -4.71 2.87 1.52  0.128
H: -3.03 -0.25 -0.27  0.130
H: -1.34 -1.78 0.88  0.118
H: 3.03 -2.17 2.90  0.114
C: 0.75 0.42 -0.79  0.020
C: 2.34 -4.05 2.60  -0.368
O: -1.07 8.51 -1.62  -0.014
C: 1.49 4.52 -2.41  -0.031
C: 2.20 3.36 -2.43  -0.065
C: -1.48 7.25 -1.04  -0.291
C: -4.88 1.79 1.79  -0.022
H: 0.43 -6.01 -2.40  0.119
C: 2.47 -6.76 -2.24  -0.359
C: 3.08 5.32 -0.76  -0.017
H: -2.59 2.49 2.31  0.064
O: -2.65 3.60 0.61  0.030
H: -1.66 6.46 -3.01  0.125
H: 0.96 -3.88 -1.52  0.097
C: -6.27 -0.14 1.64  -0.344
O: -2.52 1.79 -1.62  -0.030
C: -4.26 -0.13 2.94  -0.028
C: -1.96 5.84 0.83  -0.002
C: -1.64 7.10 0.33  -0.011
C: 4.07 -5.28 -1.24  -0.008
O: 3.49 -3.08 -0.66  0.017
H: 1.56 -8.51 2.10  0.117
H: 0.22 -4.20 2.87  0.107
C: -1.55 0.83 -1.18  -0.269
H: 1.78 0.63 -1.00  0.105
H: 5.13 -5.04 -0.96  0.131
H: -7.32 -1.68 1.05  0.086
C: -2.06 4.95 -1.41  0.003
H: 4.47 -7.34 -1.82  0.125
H: 2.64 -2.54 -0.61  0.088
O: 1.42 -1.55 0.33  0.010
H: -6.70 1.70 0.71  0.107
O: 3.85 1.76 -1.69  -0.026
H: -2.15 5.67 1.86  0.110
O: -7.21 -0.77 0.86  0.050
O: 2.25 -8.03 -2.78  0.006
H: -0.10 2.05 -1.96  0.086
C: -2.14 4.74 0.01  -0.257
C: 1.49 -5.79 -2.17  -0.034
H: -5.61 -1.88 2.60  0.118
H: 4.56 3.99 -0.04  0.106
C: -0.22 1.19 -1.38  0.005
C: 2.35 -6.85 2.06  -0.373
O: 2.23 -2.70 2.86  0.023
H: 4.45 -6.51 2.13  0.106
C: -6.09 1.18 1.40  -0.013
O: -2.75 1.75 2.90  0.038
H: 4.65 1.71 -1.06  0.133
H: 1.25 -8.07 -2.89  0.122

Calculated values
HOMO	-7.66	eV
calculated total energy	-62483.169	eV
E_LUMO	0.01323	Ha
net charge	0
energy above the lowest of the compared OMol25 structures with the same formula, charge and spin	0.0	kJ/mol



ORCA calculation (wB97M-V/def2-TZVPD) on an isolated ion of composition C2H2N3S and charge +1.

Last column: natural (NBO) charge in e.
Geometry (Å):
H: 1.78 0.11 1.19  0.244
N: -0.16 1.00 -1.11  -0.172
C: -0.78 0.03 -0.50  0.271
N: -0.01 -0.55 0.42  -0.542
N: 0.93 1.12 -0.52  -0.167
S: -2.66 -0.75 -1.11  0.625
H: -0.16 -1.23 1.16  0.472
C: 1.06 0.26 0.48  0.269

Calculated values
HOMO (spin up / spin down)	-15.33 / -15.19	eV
calculated total energy	-17398.479	eV
E_LUMO (spin up / spin down)	-0.35958 / -0.35984	Ha
net charge	+1
energy above the lowest of the compared OMol25 structures with the same formula, charge and spin	213.7	kJ/mol